No. 1
{"formula": "C38H58ClF6MgN7O7S2", "method": "ωB97M-V/def2-TZVPD", "symbols": ["C", "C", "N", "C", "C", "C", "C", "N", "C", "C", "O", "C", "N", "C", "C", "C", "C", "O", "C", "C", "C", "Cl", "C", "C", "C", "O", "N", "C", "C", "C", "C", "C", "C", "H", "H", "H", "H", "H", "H", "H", "H", "H", "H", "H", "H", "H", "H", "H", "H", "H", "H", "H", "H", "H", "H", "H", "H", "H", "H", "H", "H", "H", "H", "H", "H", "H", "H", "H", "H", "H", "H", "C", "C", "N", "C", "C", "C", "C", "H", "H", "H", "H", "H", "H", "H", "H", "H", "H", "H", "H", "H", "H", "H", "C", "F", "F", "F", "S", "O", "O", "N", "S", "O", "O", "C", "F", "F", "F", "N", "C", "C", "C", "C", "C", "H", "H", "H", "H", "H", "Mg"], "coordinates": [[-0.59, -1.72, 1.11], [-0.32, -0.90, 0.29], [0.05, 0.08, -0.66], [-0.61, 1.40, -0.25], [-1.77, 1.28, 0.71], [-2.48, 2.68, 0.72], [-3.98, 2.46, 0.56], [-4.53, 1.88, 1.80], [-5.12, 0.60, 1.64], [-6.16, 0.24, 2.66], [-4.80, -0.17, 0.76], [1.61, 0.17, -0.57], [2.07, 1.32, -1.28], [2.28, -1.17, -0.93], [3.81, -0.95, -1.00], [4.55, -2.29, -1.27], [5.88, -2.40, -0.47], [4.87, -2.31, -2.63], [1.82, -1.63, -2.31], [0.30, -1.75, -2.36], [-0.42, -0.45, -2.02], [-0.04, 0.69, -3.30], [-1.94, -0.74, -2.02], [-2.53, -0.92, -3.43], [-3.85, -1.69, -3.45], [-4.20, -2.19, -4.48], [-4.65, -1.75, -2.30], [-5.24, -3.06, -2.09], [-4.57, -3.98, -1.31], [-5.10, -5.25, -1.12], [-6.31, -5.57, -1.72], [-7.00, -4.64, -2.49], [-6.47, -3.37, -2.67], [-1.11, -2.42, 1.72], [-0.95, 1.93, -1.14], [0.14, 2.04, 0.19], [-2.54, 0.58, 0.41], [-1.46, 1.09, 1.74], [-2.15, 3.30, -0.12], [-2.28, 3.22, 1.65], [-4.47, 3.42, 0.41], [-4.19, 1.86, -0.32], [-3.77, 1.87, 2.47], [-5.63, 0.04, 3.59], [-6.81, 1.09, 2.83], [-6.68, -0.65, 2.35], [1.81, 0.36, 0.49], [2.32, 1.12, -2.24], [2.86, 1.73, -0.81], [2.11, -1.95, -0.18], [4.19, -0.48, -0.09], [4.01, -0.36, -1.89], [3.84, -3.10, -1.03], [6.12, -3.46, -0.27], [6.67, -1.95, -1.06], [5.81, -1.76, 0.45], [4.91, -3.22, -2.96], [2.10, -0.88, -3.04], [2.25, -2.59, -2.58], [0.07, -2.02, -3.39], [-0.07, -2.57, -1.74], [-2.15, -1.64, -1.45], [-2.45, 0.13, -1.60], [-2.77, 0.06, -3.83], [-1.86, -1.42, -4.11], [-4.15, -1.48, -1.47], [-3.63, -3.73, -0.83], [-4.58, -5.97, -0.50], [-6.73, -6.56, -1.62], [-7.94, -4.88, -2.96], [-6.94, -2.60, -3.27], [-2.58, 2.71, 9.04], [-2.51, 1.94, 7.73], [-3.16, 2.61, 6.63], [-3.37, 1.77, 5.47], [-2.13, 1.25, 4.72], [-2.72, 3.97, 6.36], [-1.23, 4.18, 6.06], [-3.61, 2.96, 9.29], [-2.18, 2.10, 9.85], [-2.00, 3.63, 9.01], [-3.02, 0.98, 7.88], [-1.46, 1.70, 7.51], [-4.01, 2.31, 4.76], [-3.96, 0.91, 5.79], [-1.66, 2.04, 4.14], [-2.44, 0.47, 4.02], [-1.40, 0.82, 5.40], [-2.97, 4.58, 7.23], [-3.31, 4.38, 5.55], [-0.58, 3.64, 6.75], [-0.99, 5.24, 6.15], [-0.97, 3.88, 5.04], [6.17, -1.74, -7.81], [6.70, -2.93, -8.07], [7.08, -0.99, -7.18], [5.84, -1.15, -8.95], [4.69, -1.97, -6.75], [5.16, -2.56, -5.52], [3.76, -2.74, -7.51], [4.29, -0.42, -6.60], [3.02, -0.07, -5.74], [3.18, -0.33, -4.32], [1.76, -0.43, -6.30], [3.11, 1.76, -5.87], [3.00, 2.15, -7.13], [4.26, 2.22, -5.39], [2.11, 2.29, -5.16], [6.81, 0.20, 1.29], [6.64, 0.91, 0.17], [6.60, 2.29, 0.13], [6.75, 2.99, 1.32], [6.93, 2.28, 2.49], [6.96, 0.90, 2.43], [6.53, 0.34, -0.75], [6.47, 2.81, -0.81], [6.73, 4.07, 1.33], [7.05, 2.78, 3.44], [7.11, 0.30, 3.32], [5.08, -3.04, 1.61]], "lowdin_charge": [0.224, -0.142, -0.090, -0.097, -0.171, -0.152, -0.191, 0.052, -0.492, 0.017, 0.068, -0.264, 0.105, -0.243, -0.105, -0.431, -0.099, 0.011, -0.141, -0.146, -0.670, 0.921, -0.166, -0.088, -0.461, 0.122, 0.126, -0.243, -0.040, -0.083, -0.080, -0.059, -0.010, 0.073, 0.110, 0.138, 0.082, 0.098, 0.116, 0.112, 0.121, 0.119, 0.087, 0.081, 0.091, 0.090, 0.162, 0.060, 0.105, 0.128, 0.103, 0.123, 0.138, 0.079, 0.131, -0.029, 0.121, 0.048, 0.136, 0.132, 0.132, 0.112, 0.113, 0.124, 0.117, 0.081, 0.097, 0.101, 0.106, 0.110, 0.122, -0.071, -0.251, -0.146, -0.234, -0.078, -0.218, -0.065, 0.089, 0.082, 0.071, 0.125, 0.111, 0.110, 0.119, 0.050, 0.065, 0.073, 0.114, 0.123, 0.071, 0.082, 0.052, -0.699, 0.161, 0.142, 0.160, 0.609, -0.276, -0.233, -0.238, 0.600, -0.327, -0.244, -0.690, 0.171, 0.140, 0.111, 0.026, -0.160, -0.042, -0.041, -0.045, -0.145, 0.101, 0.118, 0.121, 0.116, 0.104, 1.238], "charge": 2, "e_lumo_ha": -0.401, "multiplicity": 1, "homo_ev": -12.17, "total_energy_ev": -121028.472, "homo_lumo_gap_ha": 0.0461}


No. 2
{"formula": "C38H58F18O40S7", "method": "ωB97M-V/def2-TZVPD", "symbols": ["C", "C", "O", "C", "O", "C", "F", "F", "F", "H", "H", "H", "H", "H", "C", "C", "O", "C", "O", "C", "F", "F", "F", "H", "H", "H", "H", "H", "C", "C", "O", "C", "O", "C", "F", "F", "F", "H", "H", "H", "H", "H", "C", "C", "O", "C", "O", "C", "F", "F", "F", "H", "H", "H", "H", "H", "C", "C", "O", "C", "O", "C", "F", "F", "F", "H", "H", "H", "H", "H", "C", "C", "O", "C", "O", "C", "F", "F", "F", "H", "H", "H", "H", "H", "C", "C", "O", "S", "O", "O", "O", "H", "H", "H", "H", "C", "C", "O", "S", "O", "O", "O", "H", "H", "H", "H", "C", "C", "O", "S", "O", "O", "O", "H", "H", "H", "H", "C", "C", "O", "S", "O", "O", "O", "H", "H", "H", "H", "C", "C", "O", "S", "O", "O", "O", "H", "H", "H", "H", "C", "C", "O", "S", "O", "O", "O", "H", "H", "H", "H", "C", "C", "O", "S", "O", "O", "O", "H", "H", "H", "H"], "coordinates": [[1.34, -2.81, -5.26], [1.37, -1.36, -4.90], [1.43, -0.58, -6.09], [1.35, 0.73, -5.98], [1.31, 1.37, -4.98], [1.27, 1.47, -7.34], [2.51, 1.89, -7.68], [0.76, 0.72, -8.33], [0.52, 2.58, -7.19], [0.46, -3.10, -5.84], [1.16, -3.39, -4.35], [2.28, -3.05, -5.74], [2.25, -1.11, -4.30], [0.48, -1.14, -4.30], [-3.54, 3.45, 2.34], [-2.88, 3.16, 3.68], [-3.51, 3.74, 4.80], [-4.46, 3.04, 5.41], [-4.88, 2.01, 4.97], [-5.04, 3.67, 6.72], [-5.17, 4.99, 6.56], [-6.26, 3.19, 6.89], [-4.26, 3.37, 7.74], [-2.74, 3.36, 1.60], [-3.97, 4.45, 2.32], [-4.38, 2.81, 2.08], [-1.87, 3.57, 3.60], [-2.71, 2.09, 3.78], [-1.30, -6.78, -3.95], [-1.19, -5.26, -4.16], [-1.50, -4.59, -2.94], [-2.75, -4.24, -2.70], [-3.72, -4.64, -3.25], [-2.80, -3.30, -1.47], [-3.82, -2.46, -1.61], [-3.03, -4.06, -0.38], [-1.65, -2.66, -1.30], [-0.33, -7.27, -3.99], [-1.94, -7.11, -4.77], [-1.89, -7.08, -3.09], [-1.88, -5.03, -4.98], [-0.21, -4.91, -4.46], [2.56, 3.08, -0.47], [3.50, 4.11, -1.10], [4.24, 3.56, -2.19], [3.67, 3.33, -3.35], [2.63, 3.81, -3.70], [4.45, 2.31, -4.23], [4.00, 1.09, -3.86], [4.20, 2.46, -5.51], [5.76, 2.35, -3.97], [2.06, 3.55, 0.38], [3.09, 2.22, -0.05], [1.83, 2.68, -1.18], [4.27, 4.46, -0.42], [2.90, 4.95, -1.46], [5.04, 2.66, 2.34], [4.81, 1.80, 3.60], [3.89, 0.78, 3.21], [4.05, -0.52, 3.48], [4.86, -0.96, 4.23], [2.92, -1.39, 2.96], [2.20, -0.83, 1.99], [3.47, -2.54, 2.52], [2.11, -1.71, 3.97], [5.96, 3.24, 2.43], [4.28, 3.45, 2.26], [5.12, 2.09, 1.43], [4.56, 2.29, 4.53], [5.81, 1.36, 3.68], [1.31, 2.40, 2.78], [0.71, 2.01, 4.14], [0.22, 3.11, 4.85], [-0.30, 3.04, 6.08], [-0.51, 2.01, 6.64], [-0.50, 4.44, 6.75], [0.42, 4.61, 7.71], [-0.35, 5.43, 5.88], [-1.70, 4.43, 7.32], [1.77, 1.52, 2.34], [2.09, 3.12, 3.03], [0.61, 2.83, 2.07], [1.47, 1.48, 4.71], [0.04, 1.20, 3.85], [-0.41, 0.42, -1.44], [0.47, -0.27, -0.40], [-0.46, -0.98, 0.43], [-1.82, -0.10, 0.64], [-1.56, 0.91, 1.65], [-2.97, -0.96, 0.72], [-1.72, 0.50, -0.84], [-0.50, 0.02, -2.44], [-0.10, 1.46, -1.50], [1.02, 0.51, 0.13], [1.20, -0.99, -0.77], [7.33, 0.61, -1.19], [7.25, 0.33, 0.33], [5.94, -0.13, 0.56], [5.16, -0.56, -0.79], [3.77, -0.23, -0.71], [5.57, -1.90, -1.15], [5.98, 0.50, -1.67], [7.85, -0.21, -1.69], [7.75, 1.54, -1.55], [7.46, 1.24, 0.89], [8.02, -0.38, 0.66], [-0.21, -0.94, 6.19], [-0.38, -2.44, 6.33], [-0.98, -2.88, 5.13], [-1.50, -1.72, 4.13], [-2.76, -1.28, 4.66], [-1.32, -2.18, 2.80], [-0.27, -0.80, 4.78], [0.71, -0.50, 6.55], [-1.04, -0.39, 6.64], [-0.89, -2.78, 7.22], [0.59, -2.93, 6.42], [-3.05, 2.92, -1.97], [-3.41, 4.41, -1.88], [-3.06, 4.94, -3.18], [-3.14, 3.80, -4.31], [-2.10, 3.92, -5.28], [-4.48, 3.65, -4.84], [-2.74, 2.60, -3.29], [-3.85, 2.26, -1.64], [-2.25, 2.71, -1.26], [-2.97, 5.05, -1.12], [-4.49, 4.58, -1.77], [-3.76, 0.69, -6.10], [-2.49, 0.81, -6.92], [-1.77, -0.39, -6.61], [-2.57, -1.43, -5.62], [-2.16, -1.19, -4.27], [-2.55, -2.77, -6.17], [-4.00, -0.68, -5.86], [-4.57, 1.29, -6.51], [-3.61, 1.06, -5.09], [-1.92, 1.66, -6.56], [-2.61, 0.96, -7.99], [2.03, -4.94, 0.83], [1.61, -3.61, 0.24], [1.31, -3.76, -1.15], [2.31, -4.92, -1.73], [3.59, -4.34, -1.92], [1.73, -5.78, -2.72], [2.37, -5.74, -0.29], [1.15, -5.43, 1.24], [2.88, -4.90, 1.50], [2.43, -2.89, 0.31], [0.83, -3.09, 0.80], [-4.32, -3.37, 3.19], [-5.53, -2.87, 3.99], [-6.56, -2.92, 3.00], [-6.43, -4.29, 2.10], [-6.65, -3.95, 0.73], [-7.19, -5.34, 2.73], [-4.85, -4.46, 2.44], [-3.56, -3.69, 3.91], [-3.92, -2.66, 2.47], [-5.38, -1.83, 4.23], [-5.79, -3.58, 4.78]], "lowdin_charge": [-0.035, -0.201, 0.053, -0.404, 0.158, -0.517, 0.157, 0.171, 0.155, 0.082, 0.060, 0.096, 0.131, 0.107, -0.053, -0.222, 0.037, -0.368, 0.174, -0.564, 0.163, 0.181, 0.192, 0.060, 0.085, 0.085, 0.114, 0.119, -0.040, -0.198, 0.022, -0.400, 0.185, -0.554, 0.186, 0.169, 0.164, 0.067, 0.076, 0.085, 0.108, 0.086, -0.044, -0.177, 0.026, -0.388, 0.173, -0.543, 0.149, 0.200, 0.166, 0.070, 0.057, 0.073, 0.122, 0.127, -0.057, -0.165, -0.009, -0.379, 0.191, -0.522, 0.171, 0.164, 0.187, 0.084, 0.063, 0.061, 0.135, 0.121, -0.053, -0.218, 0.033, -0.354, 0.172, -0.544, 0.171, 0.182, 0.178, 0.057, 0.075, 0.074, 0.130, 0.100, -0.109, -0.151, -0.233, 0.654, -0.234, -0.202, -0.220, 0.118, 0.115, 0.101, 0.116, -0.119, -0.161, -0.217, 0.650, -0.221, -0.213, -0.220, 0.129, 0.136, 0.121, 0.134, -0.174, -0.170, -0.202, 0.683, -0.201, -0.197, -0.256, 0.137, 0.116, 0.135, 0.130, -0.197, -0.123, -0.192, 0.646, -0.213, -0.231, -0.181, 0.142, 0.107, 0.130, 0.128, -0.188, -0.146, -0.201, 0.693, -0.230, -0.213, -0.171, 0.143, 0.101, 0.108, 0.139, -0.156, -0.203, -0.191, 0.674, -0.217, -0.209, -0.197, 0.136, 0.128, 0.101, 0.122, -0.183, -0.153, -0.207, 0.665, -0.224, -0.236, -0.197, 0.117, 0.107, 0.129, 0.135], "e_lumo_ha": -0.008, "multiplicity": 1, "homo_ev": -10.59, "total_energy_ev": -247001.346, "e_above_lowest_kcal_mol": 39.81, "homo_lumo_gap_ha": 0.3808}